Run P
The following is a DFT calculation (ωB97M-V/def2-TZVPD) of a 2-piece molecular cluster, C2HCl2N2O overall.

XYZ file:
```
8
Properties=species:S:1:pos:R:3:nbo_charge:R:1
C 0.494 -1.153 -0.312 0.652
C -0.999 0.648 0.094 -0.314
N 1.994 0.361 0.617 0.256
N 1.588 -0.568 0.090 -0.107
O 0.078 -2.082 -0.859 -0.289
Cl -1.470 1.369 -1.346 0.222
Cl -0.008 1.494 1.160 0.312
H -1.678 -0.070 0.556 0.267
```

Properties
E_LUMO ... -7.239 eV
Net charge ... +1
Kohn-Sham gap ... 7.6 eV
E_HOMO ... -14.87 eV

Run Q
The following is a DFT calculation (ωB97M-V/def2-TZVPD) of C2HCl2N2O as an isolated structure.

XYZ file:
```
8
Properties=species:S:1:pos:R:3:nbo_charge:R:1
C -0.933 0.909 -0.455 0.845
C -0.299 -0.124 0.345 -0.330
N -3.850 0.274 0.187 0.241
N -2.766 0.491 0.086 -0.089
O -1.002 1.804 -1.147 -0.242
Cl -0.896 -1.779 0.110 0.170
Cl -0.777 0.671 1.997 0.115
H 0.693 -0.030 0.084 0.291
```

Properties
E_LUMO ... -6.240 eV
Net charge ... +1
Kohn-Sham gap ... 10.7 eV
E_HOMO ... -16.97 eV

The structure with the least stability is run P.

Run P
The following is a DFT calculation (ωB97M-V/def2-TZVPD) of an isolated ion of composition C4H11N2S and charge +1.

XYZ file:
```
18
Properties=species:S:1:pos:R:3:nbo_charge:R:1
C 0.040 0.532 -1.821 -0.427
N 0.698 0.325 -0.491 -0.452
C 0.661 -0.977 0.089 -0.234
C -0.728 -1.086 0.775 -0.277
N -0.849 0.309 1.307 -0.583
C 0.311 1.263 0.489 -0.006
S 1.612 1.597 1.647 0.036
H 0.300 1.519 -2.281 0.239
H 0.005 -0.314 -2.489 0.242
H -1.108 0.768 -1.662 0.162
H 1.416 -0.955 0.949 0.214
H 0.897 -1.914 -0.626 0.274
H -1.446 -1.167 -0.028 0.228
H -0.601 -1.916 1.497 0.262
H -1.838 0.716 1.232 0.452
H -0.591 0.215 2.243 0.430
H 0.057 2.257 0.224 0.264
H 1.570 2.987 1.580 0.175
```

Properties
E_LUMO ... -3.329 eV
Net charge ... +1
Kohn-Sham gap ... 10.0 eV
E_HOMO ... -13.34 eV

Run Q
The following is a DFT calculation (ωB97M-V/def2-TZVPD) of a 2-piece molecular cluster, C4H11N2S overall.

XYZ file:
```
18
Properties=species:S:1:pos:R:3:nbo_charge:R:1
C -3.141 -0.700 0.537 0.016
C 0.038 0.940 -0.500 0.235
C 2.449 0.133 -0.478 -0.568
C 1.154 0.484 0.274 -0.542
N -2.000 -0.464 0.997 -0.706
N 0.114 0.784 -1.850 -0.694
S -1.188 1.880 0.120 0.282
H -3.756 -1.497 0.838 0.179
H -3.453 -0.078 -0.364 0.161
H 2.491 0.678 -1.409 0.187
H 2.480 -0.900 -0.785 0.223
H 3.212 0.241 0.107 0.234
H 1.424 1.214 1.101 0.270
H 1.049 -0.478 0.781 0.298
H -1.810 -0.970 1.862 0.355
H 1.018 0.469 -2.255 0.431
H -0.459 1.367 -2.404 0.418
H -0.967 1.424 1.484 0.222
```

Properties
E_LUMO ... -4.390 eV
Net charge ... +1
Kohn-Sham gap ... 8.9 eV
E_HOMO ... -13.28 eV

The structure with the least stability is run Q.

Run P
The following is a DFT calculation (ωB97M-V/def2-TZVPD) of C18H19N3O2S as an isolated structure.

XYZ file:
```
43
Properties=species:S:1:pos:R:3:nbo_charge:R:1
C -2.059 -2.769 -1.753 -0.610
C -2.195 -1.868 -0.685 0.357
C -1.246 -1.166 0.049 -0.219
C 0.092 -1.372 -0.275 0.615
O 0.492 -1.897 -1.475 -0.689
N 0.819 -1.005 0.803 -0.580
C 2.188 -0.971 0.811 0.182
C 3.023 -1.457 1.494 -0.222
C 4.370 -1.400 1.479 -0.239
C 5.087 -0.777 0.543 -0.160
C 4.227 0.122 -0.379 -0.256
C 2.792 -0.008 -0.470 0.040
C 2.128 0.483 -1.488 -0.510
H 1.674 0.068 -2.056 0.173
H 2.732 1.351 -2.036 0.211
H 1.229 1.180 -0.763 0.184
H 4.813 0.321 -1.128 0.182
H 6.088 -0.744 0.584 0.198
H 5.110 -1.821 2.267 0.213
H 2.516 -1.977 2.524 0.173
H 0.484 -0.945 1.608 0.376
C -1.928 -0.235 1.366 -0.068
N -3.260 -0.200 1.456 -0.590
C -4.226 -0.813 0.753 0.260
S -5.784 -0.463 0.533 -0.105
N -3.604 -1.647 -0.416 -0.657
H -4.368 -2.293 -1.000 0.435
H -3.577 0.492 2.056 0.414
C -1.389 1.020 1.029 0.224
C -0.570 1.913 1.736 -0.247
C -0.401 3.198 0.788 -0.357
C -1.047 2.779 -0.478 0.324
O -1.533 1.612 -0.286 -0.421
C -1.170 3.461 -1.627 -0.690
H -0.662 4.470 -1.497 0.248
H -2.157 3.981 -1.788 0.249
H -0.697 3.042 -2.614 0.250
H 0.106 4.007 1.363 0.240
H -0.277 1.867 2.687 0.203
H -1.489 -0.525 2.265 0.205
H -2.318 -2.344 -2.601 0.236
H -1.200 -2.960 -1.674 0.235
H -2.813 -3.711 -1.702 0.195
```

Properties
E_LUMO ... 0.031 eV
Kohn-Sham gap ... 8.0 eV
E_HOMO ... -8.01 eV

Run Q
The following is a DFT calculation (ωB97M-V/def2-TZVPD) of one molecule with the formula C18H19N3O2S.

XYZ file:
```
43
Properties=species:S:1:pos:R:3:nbo_charge:R:1
C 3.127 3.424 -0.538 -0.633
C 2.521 2.196 0.068 0.251
N 2.827 1.946 1.274 -0.253
N 2.383 0.812 1.901 -0.702
S 2.592 -0.721 1.184 2.279
O 2.996 -1.562 2.276 -0.938
O 3.453 -0.627 0.040 -0.935
C 0.972 -1.269 0.680 -0.327
C 0.842 -1.996 -0.484 -0.189
C -0.406 -2.493 -0.820 -0.220
C -1.507 -2.276 -0.003 -0.005
C -2.848 -2.816 -0.389 -0.637
C -1.355 -1.551 1.186 0.075
C -2.521 -1.319 2.094 -0.649
C -0.102 -1.056 1.517 -0.198
C 1.577 1.456 -0.778 -0.157
C 1.796 0.834 -1.972 0.021
N 0.616 0.373 -2.485 -0.535
C -0.402 0.712 -1.642 0.199
C -1.772 0.509 -1.743 -0.252
C -2.567 1.010 -0.735 -0.228
C -2.019 1.691 0.355 -0.239
C -0.661 1.890 0.466 -0.193
C 0.165 1.397 -0.541 -0.111
H 2.344 4.084 -0.909 0.220
H 3.754 3.138 -1.381 0.220
H 3.729 3.943 0.201 0.232
H 2.787 0.765 2.829 0.410
H 1.710 -2.157 -1.102 0.237
H -0.526 -3.064 -1.729 0.210
H -2.791 -3.359 -1.329 0.216
H -3.226 -3.491 0.378 0.222
H -3.565 -2.004 -0.498 0.221
H -2.223 -0.730 2.956 0.220
H -2.930 -2.266 2.443 0.218
H -3.312 -0.789 1.566 0.220
H 0.050 -0.496 2.427 0.229
H 2.727 0.655 -2.473 0.224
H 0.518 -0.152 -3.337 0.416
H -2.196 -0.014 -2.587 0.214
H -3.639 0.882 -0.791 0.212
H -2.680 2.070 1.120 0.213
H -0.238 2.418 1.307 0.222
```

Properties
E_LUMO ... 0.598 eV
Kohn-Sham gap ... 8.8 eV
E_HOMO ... -8.16 eV

The structure with the least stability is run P.

Run P
The following is a DFT calculation (ωB97M-V/def2-TZVPD) of an isolated ion of composition C3H3N2O3 and charge -1.

XYZ file:
```
11
Properties=species:S:1:pos:R:3:nbo_charge:R:1
H 1.765 -1.556 0.534 0.345
N 0.855 -0.909 0.470 -0.934
C 1.167 0.359 0.378 0.727
O 2.212 1.000 0.635 -0.762
N -0.003 1.281 0.056 -0.663
C -1.297 0.956 0.084 0.570
O -2.205 1.764 0.200 -0.638
C -1.570 -0.571 0.136 0.372
O -2.473 -1.089 0.758 -0.560
H 0.180 2.248 0.293 0.398
H -1.006 -1.119 -0.621 0.145
```

Properties
E_LUMO ... 4.115 eV
Net charge ... -1
Kohn-Sham gap ... 8.6 eV
E_HOMO ... -4.48 eV

Run Q
The following is a DFT calculation (ωB97M-V/def2-TZVPD) of an isolated ion of composition C3H3N2O3 and charge -1.

XYZ file:
```
11
Properties=species:S:1:pos:R:3:nbo_charge:R:1
C 1.623 0.081 0.419 -0.392
N 0.300 -0.109 -0.045 -0.368
N -0.751 -1.143 0.582 -0.496
C -1.929 -0.774 0.154 0.764
O -3.032 -1.225 0.370 -0.697
O -1.788 0.447 -0.714 -0.547
C -0.497 0.724 -0.886 0.868
O -0.005 1.561 -1.623 -0.692
H 1.726 1.072 0.948 0.168
H 1.935 -0.655 1.096 0.209
H 2.419 0.023 -0.300 0.184
```

Properties
E_LUMO ... 3.969 eV
Net charge ... -1
Kohn-Sham gap ... 7.7 eV
E_HOMO ... -3.69 eV

The structure with the least stability is run Q.